{"formula": "C4H6N4O", "method": "wB97M-V/def2-TZVPD", "e_above_lowest_kcal_mol": 64.6, "smiles": "[H]/N=C1/C(=N/[H])C1N.N=C=O", "energy_ev": -12250.1764, "homo_ev": -9.61, "mol_weight_da": 126.12, "orbital_gap_ev": 8.9, "lumo_energy_ev": -0.75, "species": ["H", "N", "C", "C", "N", "H", "C", "N", "H", "H", "H", "N", "C", "O", "H"], "coordinates": [[2.83031, 1.32989, 0.53377], [2.37914, 0.50917, 0.94132], [1.39927, 0.07511, 0.31010], [0.34581, -0.87554, 0.19681], [-0.36356, -1.71372, 0.79939], [-1.17071, -2.05385, 0.27807], [0.50678, 0.13876, -0.90209], [-0.45584, 1.20324, -1.04535], [0.93628, -0.14819, -1.85691], [-0.63062, 1.66592, -0.15896], [-1.34626, 0.87201, -1.40336], [-0.81310, -0.33921, 3.26651], [-1.01404, 0.81774, 3.08295], [-1.26977, 1.94758, 3.07465], [-0.48247, -1.10205, 2.70528]], "lowdin_charge": [0.073, 0.193, -0.276, -0.260, 0.158, 0.078, -0.231, 0.058, 0.137, 0.074, 0.078, 0.202, -0.447, 0.134, 0.029]}

---

{"formula": "C4H6N4O", "method": "wB97M-V/def2-TZVPD", "e_above_lowest_kcal_mol": 77.9, "smiles": "C[C@@]1(O)Cn2nnnc21", "energy_ev": -12249.5994, "homo_ev": -10.11, "mol_weight_da": 126.12, "orbital_gap_ev": 10.5, "lumo_energy_ev": 0.38, "species": ["C", "C", "O", "C", "N", "N", "N", "N", "C", "H", "H", "H", "H", "H", "H"], "coordinates": [[-1.85470, -0.51904, 1.20513], [-1.19320, -0.01935, -0.06499], [-1.94601, -0.24845, -1.19759], [-0.50824, 1.50103, 0.03767], [0.73002, 0.70428, 0.09855], [2.13117, 0.73084, 0.08105], [2.38673, -0.55977, -0.01372], [1.27771, -1.28867, -0.16974], [0.23026, -0.44902, -0.15358], [-1.95145, -1.54334, 0.88059], [-1.18258, -0.48875, 2.08089], [-2.80618, -0.02985, 1.38395], [-2.87970, -0.31557, -0.97459], [-0.65746, 2.06351, -0.87241], [-0.67869, 2.11311, 0.96392]], "lowdin_charge": [0.003, -0.453, 0.044, 0.047, -0.075, 0.073, -0.057, 0.050, -0.275, 0.094, 0.110, 0.090, 0.108, 0.112, 0.130]}

---

{"formula": "C4H6N4O", "method": "wB97M-V/def2-TZVPD", "e_above_lowest_kcal_mol": 112.0, "smiles": "CN/N=c1/nccno1", "energy_ev": -12248.1220, "homo_ev": -8.13, "mol_weight_da": 126.12, "orbital_gap_ev": 7.8, "lumo_energy_ev": -0.32, "species": ["C", "N", "N", "C", "N", "C", "C", "N", "O", "H", "H", "H", "H", "H", "H"], "coordinates": [[2.09537, 0.80998, 0.14766], [2.07401, -0.57032, -0.20079], [0.98199, -1.35987, -0.00042], [-0.19043, -0.83617, -0.24591], [-1.32247, -1.64509, -0.05992], [-2.32424, -0.88164, -0.07241], [-2.34822, 0.67024, 0.26861], [-1.33857, 1.32162, -0.19219], [-0.36619, 0.44634, -0.82291], [1.57423, 0.98747, 1.18385], [1.61733, 1.48242, -0.66991], [3.17379, 0.91076, 0.27518], [2.99172, -1.05312, 0.02194], [-3.28426, -1.44561, -0.14501], [-3.33406, 1.16298, 0.51222]], "lowdin_charge": [-0.144, -0.159, 0.097, -0.407, 0.133, -0.123, -0.062, 0.093, -0.098, 0.113, 0.103, 0.071, 0.145, 0.110, 0.127]}